The following is a DFT calculation (ωB97M-V with the def2-TZVPD basis set) of a 7-piece molecular cluster, C24H67N5O7 overall.

The geometry in XYZ format:
```
103
Properties=species:S:1:pos:R:3:forces:R:3
C 1.24569 -3.92976 0.42688 0.102 -0.571 -0.146
O 0.11179 -4.03237 1.25088 0.027 0.082 0.220
C -0.52456 -5.29712 1.17478 0.396 0.452 -0.491
C -1.68450 -5.33225 2.13834 -0.696 -0.859 0.069
C -2.46341 -6.64567 1.89705 0.479 0.338 0.774
N -2.55914 -4.18956 1.90510 0.121 0.327 -0.283
H 2.03824 -4.62223 0.74566 -0.012 0.114 0.161
H 1.61746 -2.91089 0.47731 0.026 0.024 -0.099
H 1.01348 -4.21958 -0.60819 -0.094 0.282 -0.027
H -0.88766 -5.43439 0.14291 -0.144 -0.005 0.081
H 0.21048 -6.09376 1.34330 -0.127 -0.070 0.292
H -1.33603 -5.39010 3.17637 0.294 0.280 -0.048
H -3.34538 -6.65801 2.53779 -0.195 0.114 -0.267
H -1.85897 -7.48819 2.24854 0.045 -0.084 -0.380
H -2.72698 -6.73183 0.84661 -0.162 -0.165 0.001
H -2.01229 -3.42672 1.52139 -0.003 0.000 0.056
H -2.98845 -3.83114 2.74944 -0.044 -0.200 0.075
C -3.51553 6.46393 -3.53316 -0.397 0.308 -0.212
O -2.42235 5.60017 -3.41756 0.379 0.016 0.171
C -2.17641 5.21583 -2.07650 -0.342 -0.223 -0.522
C -1.05901 4.18635 -2.02123 0.130 -0.280 0.061
C -1.36014 3.01870 -2.94516 0.079 -0.299 0.073
N -0.89342 3.68628 -0.64206 -0.351 -0.069 -0.138
H -4.46162 5.98557 -3.24561 0.096 -0.093 0.077
H -3.60051 6.76218 -4.57781 0.066 -0.053 0.008
H -3.40631 7.37687 -2.93361 0.127 -0.068 0.066
H -1.95703 6.10173 -1.46776 0.036 -0.028 0.105
H -3.08807 4.72354 -1.69976 0.042 0.123 0.241
H -0.10099 4.61621 -2.32461 -0.113 0.240 -0.024
H -0.62210 2.22572 -2.80490 0.074 0.096 -0.048
H -1.36702 3.32656 -3.98765 -0.024 0.026 0.000
H -2.33355 2.57336 -2.71046 -0.060 0.141 -0.010
H -1.12689 4.42666 0.01687 0.370 -0.009 0.148
H -1.60577 2.97384 -0.49125 -0.014 0.016 0.015
C 7.14923 1.56073 -1.80400 0.520 -0.366 -0.023
O 6.87247 0.81907 -0.63395 -0.217 -0.067 -0.248
C 5.74562 -0.03910 -0.78137 0.387 0.055 0.494
C 4.43866 0.69194 -0.53056 -0.508 -0.778 -0.845
C 4.36937 1.32606 0.84483 0.303 0.170 0.156
N 3.29968 -0.26554 -0.70075 0.182 0.770 0.066
H 7.95051 2.25637 -1.55730 -0.259 0.237 0.052
H 6.26634 2.06703 -2.19665 0.042 0.206 0.043
H 7.56365 0.91471 -2.59190 -0.230 -0.089 0.010
H 5.75640 -0.52742 -1.76312 -0.044 0.093 -0.108
H 5.87779 -0.82116 -0.02864 -0.129 0.000 -0.002
H 4.32439 1.45329 -1.31219 0.220 0.233 0.160
H 3.34768 1.31964 1.22276 -0.028 0.050 -0.047
H 4.73841 2.35181 0.82202 -0.058 0.022 -0.002
H 5.00500 0.79403 1.55590 -0.125 -0.129 0.004
H 2.52025 0.36468 -0.89512 -0.387 -0.608 0.326
H 3.38313 -0.80148 -1.56136 0.325 0.031 0.001
C 3.57302 -5.10359 -4.18978 -0.650 -0.387 0.193
O 2.87199 -4.09554 -4.87572 0.030 0.093 -0.007
C 2.35242 -3.12064 -4.00425 0.008 0.376 -0.033
C 1.70966 -1.98933 -4.79913 0.302 -0.773 -0.964
C 0.83923 -1.13638 -3.91552 -0.289 0.257 0.281
N 0.89940 -2.54367 -5.90919 -0.118 0.269 0.383
H 4.35379 -4.70306 -3.53554 0.229 0.045 -0.264
H 3.94339 -5.79500 -4.94218 0.341 0.098 0.066
H 2.89499 -5.68021 -3.54052 -0.018 0.107 -0.043
H 1.60645 -3.53019 -3.30918 0.090 -0.273 -0.060
H 3.19128 -2.70257 -3.42733 -0.174 0.022 0.232
H 2.53129 -1.42202 -5.25781 0.020 0.310 0.378
H 0.12524 -1.73328 -3.34173 0.098 -0.215 -0.133
H 0.22507 -0.46499 -4.51883 0.192 0.194 0.037
H 1.41119 -0.55860 -3.18755 0.024 0.125 -0.112
H 0.63418 -1.74832 -6.48158 -0.187 -0.137 -0.059
H 1.46845 -3.13688 -6.50139 0.087 -0.083 0.159
C -4.62719 2.20097 4.50158 0.062 -0.495 0.260
O -3.76936 2.52599 3.44041 -0.069 0.091 -0.192
C -3.04650 3.72735 3.67687 -0.173 -0.851 -0.132
C -2.00239 3.86224 2.58039 -0.003 0.598 -0.153
C -0.89021 2.85540 2.69893 1.123 -1.210 0.207
N -1.43981 5.20265 2.50651 0.592 -0.041 -0.254
H -4.02932 2.01671 5.40453 -0.207 0.332 0.177
H -5.13454 1.25760 4.29474 0.070 0.060 -0.343
H -5.40585 2.95151 4.67190 0.177 0.181 0.102
H -3.74370 4.57179 3.67221 0.110 0.141 0.069
H -2.54821 3.64119 4.65315 -0.022 0.290 0.053
H -2.47962 3.67410 1.61480 -0.326 -0.018 0.142
H -0.30155 2.74817 1.78483 -0.293 0.246 -0.190
H -1.23635 1.84833 2.94784 -0.438 0.151 -0.137
H -0.10735 3.02397 3.45109 -0.427 0.648 0.220
H -0.88585 5.43777 3.31719 -0.041 0.080 0.023
H -2.06583 5.95467 2.26655 -0.275 -0.118 0.185
C -1.92817 -1.36457 4.56348 0.774 0.105 -0.781
C -3.22013 -1.26897 5.30847 -0.677 -0.871 0.914
O -4.11029 -2.29207 4.82352 0.131 0.123 -0.496
H -1.29672 -0.47809 4.65947 -0.139 0.052 0.290
H -2.08129 -1.46766 3.48612 -0.358 0.054 0.078
H -1.31802 -2.22697 4.83514 -0.182 -0.041 0.253
H -3.69735 -0.28924 5.25358 0.106 0.016 -0.294
H -3.09479 -1.49861 6.37360 0.399 0.369 -0.003
H -4.70529 -2.56570 5.52477 0.004 0.101 0.034
C -0.26686 -0.54088 1.09592 -0.040 0.006 -0.476
C -0.58176 -0.18303 -0.34761 -0.165 0.184 -0.062
O 0.39228 0.71251 -0.87189 0.190 0.144 -0.196
H 0.64816 -1.12797 1.06660 0.119 0.169 0.447
H -1.04691 -1.11833 1.58911 -0.073 -0.106 -0.187
H -0.14348 0.38582 1.65425 0.235 -0.097 0.125
H -1.58373 0.24976 -0.46286 0.002 -0.028 0.083
H -0.52994 -1.05206 -1.00454 -0.092 -0.105 0.132
H 0.28526 1.59535 -0.49395 -0.188 0.080 0.015
```
Forces are in eV/Å.

As for the gap between HOMO and LUMO: 0.34846 hartree. The SMILES is COC[C@H](C)N.COC[C@H](C)N.COC[C@H](C)N.COC[C@H](C)N.COC[C@H](C)N.CCO.CCO. The energy above the lowest of the compared OMol25 structures with the same formula, charge and spin comes out at 0.865 eV.

Results of the Löwdin charge analysis, in e, for atoms 1 through 5: -0.108 -0.208 -0.218 -0.439 -0.072